# 1
Below is a structure of composition C26H29N5S2SeV, with properties calculated with ωB97M-V with the def2-TZVPD basis set.

As for the HOMO-LUMO gap (alpha / beta): 6.8 / 7.2 eV. Its multiplicity is 4. Its relative energy (zero: lowest compared OMol25 entry of this formula, charge and spin) is 0.734 eV. The value obtained for the max |F| is 0.531 eV/Å. The HOMO energy (alpha / beta) comes out at -6.358 / -6.818 eV.

CARTESIAN COORDINATES (ANGSTROEM)
V: -0.856 0.969 -0.344
C: -5.917 -0.359 1.108
N: -5.204 -0.424 -0.151
C: -5.688 -0.916 -1.345
C: -4.703 -0.786 -2.254
N: -3.609 -0.227 -1.608
C: -3.929 -0.001 -0.311
S: -2.977 0.692 0.902
C: -2.372 0.103 -2.241
C: -1.926 -0.647 -3.306
C: -0.855 -0.233 -4.097
C: -0.158 0.885 -3.635
C: -0.591 1.586 -2.531
N: -1.979 1.482 -2.070
H: -6.910 -0.774 0.962
H: -5.993 0.674 1.442
H: -5.384 -0.931 1.866
H: -6.685 -1.306 -1.442
H: -4.674 -1.024 -3.301
H: -2.383 -1.617 -3.473
H: -0.481 -0.842 -4.905
H: 0.795 1.154 -4.076
H: -0.111 2.516 -2.238
C: -2.901 2.497 -2.592
H: -3.873 2.388 -2.111
H: -3.009 2.404 -3.677
H: -2.494 3.475 -2.343
N: -0.309 -0.279 2.752
C: 0.310 -0.996 1.794
N: 0.247 -0.734 0.512
C: 0.973 -1.692 -0.204
C: 1.115 -1.725 -1.586
C: 1.885 -2.724 -2.156
C: 2.514 -3.690 -1.370
C: 2.373 -3.672 0.008
C: 1.600 -2.668 0.573
S: 1.245 -2.396 2.250
H: -0.507 0.690 2.493
H: 0.037 -0.406 3.689
H: 0.627 -0.982 -2.198
H: 2.000 -2.751 -3.232
H: 3.114 -4.461 -1.835
H: 2.853 -4.417 0.627
C: 5.336 -0.617 3.021
C: 4.184 0.243 2.578
C: 3.917 0.458 1.234
C: 2.833 1.225 0.813
C: 2.646 1.463 -0.657
C: 1.964 1.770 1.769
Se: 0.329 2.642 1.239
C: 2.266 1.631 3.131
C: 1.441 2.290 4.205
C: 3.362 0.863 3.509
H: 5.883 -1.011 2.165
H: 4.985 -1.463 3.616
H: 6.037 -0.051 3.638
H: 4.569 0.020 0.484
H: 3.510 1.096 -1.213
H: 2.512 2.527 -0.858
H: 1.765 0.954 -1.048
H: 1.050 3.249 3.872
H: 2.044 2.441 5.101
H: 0.574 1.685 4.488
H: 3.585 0.752 4.567

# 2
Below is a structure of composition C32H24N5O7SSc in a non-equilibrium geometry, with properties calculated with ωB97M-V with the def2-TZVPD basis set.

As for the HOMO-LUMO gap: 7.5 eV. The value obtained for the max |F| is 1.006 eV/Å. The HOMO energy comes out at -7.939 eV.

CARTESIAN COORDINATES (ANGSTROEM)
Sc: -0.470 -0.759 0.588
O: 0.490 -6.631 -1.293
C: 0.379 -5.366 -0.838
C: 0.113 -5.074 0.501
C: 0.026 -3.751 0.857
N: 0.189 -2.771 -0.027
C: 0.392 -3.047 -1.315
C: 0.518 -4.337 -1.768
C: 0.391 -1.811 -2.196
O: 0.824 -1.884 -3.332
O: -0.115 -0.792 -1.595
C: -0.345 -3.248 2.244
O: -0.335 -4.004 3.190
O: -0.638 -1.983 2.230
H: 0.345 -7.253 -0.570
H: -0.039 -5.841 1.251
H: 0.689 -4.540 -2.816
O: -4.015 -2.612 -1.429
C: -4.845 -1.551 -1.368
C: -6.053 -1.648 -2.058
C: -6.950 -0.599 -2.042
C: -6.665 0.571 -1.337
C: -5.478 0.662 -0.644
C: -4.555 -0.388 -0.641
C: -3.291 -0.263 0.107
O: -2.379 -1.179 -0.053
N: -3.163 0.751 0.927
N: -1.922 0.687 1.527
C: -1.808 1.209 2.676
C: -0.543 1.043 3.409
C: -0.429 1.441 4.731
C: 0.749 1.170 5.408
C: 1.770 0.518 4.740
C: 1.569 0.171 3.411
N: 0.448 0.432 2.754
H: -3.204 -2.373 -0.938
H: -6.256 -2.560 -2.604
H: -7.881 -0.688 -2.587
H: -7.366 1.395 -1.334
H: -5.232 1.552 -0.082
H: -2.658 1.699 3.143
H: -1.257 1.936 5.222
H: 0.863 1.455 6.447
H: 2.700 0.271 5.233
H: 2.346 -0.346 2.857
N: 1.289 0.555 0.151
S: 1.363 1.465 -1.170
C: 2.897 1.092 -2.014
C: 3.410 -0.186 -1.872
C: 4.560 -0.531 -2.570
C: 5.175 0.395 -3.399
C: 4.640 1.671 -3.544
C: 3.492 2.025 -2.854
C: 1.760 3.098 -0.566
C: 0.776 4.064 -0.682
C: 0.991 5.322 -0.131
C: 2.178 5.594 0.531
C: 3.163 4.615 0.641
C: 2.957 3.361 0.091
H: 2.075 0.769 0.758
H: 2.907 -0.900 -1.233
H: 4.965 -1.530 -2.473
H: 6.070 0.122 -3.944
H: 5.115 2.390 -4.197
H: 3.070 3.017 -2.966
H: -0.152 3.837 -1.194
H: 0.228 6.085 -0.218
H: 2.343 6.573 0.962
H: 4.093 4.831 1.151
H: 3.729 2.601 0.156